{"formula": "C3H5FS", "method": "ωB97M-V/def2-TZVPD", "species": ["C", "C", "C", "H", "H", "H", "H", "H", "F", "S"], "positions_angstrom": [[1.197, -0.504, -0.198], [0.017, 0.214, -0.056], [-1.229, -0.513, 0.702], [1.151, -1.677, -0.088], [1.936, -0.340, 0.923], [1.857, -0.137, -0.865], [-1.515, -0.279, 1.758], [-2.029, -0.415, -0.065], [-0.692, -1.934, 0.933], [0.307, 1.567, -0.797]], "atomic_forces_ev_per_a": [[3.7, -7.0, 6.8], [-2.1, -0.9, 1.8], [2.7, -1.1, -0.5], [0.0, 2.2, -0.8], [-2.3, -0.4, -2.8], [1.9, 0.7, -2.4], [0.4, 0.6, -1.3], [0.2, -0.9, 0.9], [-1.9, 2.7, -0.8], [-2.5, 4.1, -1.0]], "de_lowest_kj_mol": 285.3, "e_homo_ev": -8.555, "multiplicity": 1}


{"formula": "C35H38ClIrN8O7", "method": "ωB97M-V/def2-TZVPD", "species": ["Ir", "O", "C", "O", "C", "C", "Cl", "N", "N", "C", "C", "O", "O", "C", "C", "C", "C", "C", "C", "H", "H", "H", "H", "H", "H", "C", "C", "C", "C", "C", "C", "C", "C", "C", "C", "C", "C", "N", "C", "C", "C", "C", "C", "N", "C", "C", "C", "C", "H", "H", "H", "H", "H", "H", "H", "H", "H", "H", "H", "H", "H", "H", "H", "H", "H", "H", "H", "H", "H", "H", "H", "H", "H", "H", "H", "H", "H", "O", "N", "O", "O", "N", "C", "N", "C", "N", "C", "H", "H", "H"], "positions_angstrom": [[10.335, 10.865, 10.138], [13.906, 11.150, 14.815], [13.632, 9.898, 14.451], [13.977, 8.948, 15.112], [13.060, 9.641, 13.097], [13.110, 8.413, 12.496], [13.661, 6.870, 12.950], [12.476, 8.471, 11.282], [12.075, 9.807, 11.105], [12.444, 10.491, 12.190], [12.391, 12.012, 12.109], [13.078, 12.707, 12.840], [11.618, 12.377, 11.175], [12.173, 7.414, 10.386], [13.121, 7.262, 9.402], [13.136, 6.183, 8.615], [12.245, 5.157, 8.911], [11.308, 5.258, 9.954], [11.298, 6.405, 10.768], [13.714, 11.756, 14.025], [13.826, 8.098, 9.262], [13.949, 6.066, 7.821], [12.212, 4.166, 8.484], [10.541, 4.592, 10.209], [10.862, 6.444, 11.736], [9.855, 14.729, 8.187], [10.527, 13.743, 7.267], [10.530, 14.183, 5.776], [11.909, 13.511, 7.847], [12.792, 14.585, 7.862], [14.133, 14.417, 8.087], [14.648, 13.132, 8.325], [13.810, 12.017, 8.193], [14.441, 10.599, 8.304], [15.141, 10.230, 7.018], [15.325, 10.573, 9.585], [12.390, 12.222, 8.121], [11.531, 11.053, 8.224], [11.569, 10.027, 7.308], [10.615, 9.001, 7.299], [10.329, 7.985, 6.341], [9.232, 7.306, 6.665], [8.735, 8.017, 7.858], [9.513, 8.949, 8.221], [7.416, 7.819, 8.622], [6.370, 7.411, 7.516], [7.672, 6.840, 9.785], [6.872, 9.063, 9.283], [8.761, 14.614, 8.045], [10.036, 15.721, 7.908], [10.029, 14.569, 9.298], [9.910, 12.815, 7.193], [10.992, 15.156, 5.602], [9.511, 14.263, 5.399], [10.938, 13.331, 5.260], [12.417, 15.610, 7.623], [14.837, 15.231, 7.968], [15.716, 12.990, 8.479], [13.611, 9.850, 8.394], [16.128, 10.629, 7.152], [14.657, 10.575, 6.064], [15.192, 9.130, 7.009], [16.163, 11.289, 9.679], [15.770, 9.613, 9.672], [14.666, 10.828, 10.448], [12.344, 10.118, 6.483], [11.040, 7.731, 5.565], [8.753, 6.515, 6.169], [6.648, 6.446, 7.080], [6.258, 8.167, 6.694], [5.324, 7.144, 7.748], [7.727, 5.798, 9.570], [6.808, 6.880, 10.442], [8.434, 7.194, 10.445], [6.990, 9.942, 8.647], [7.446, 9.252, 10.153], [5.819, 8.967, 9.489], [8.936, 11.242, 12.162], [8.652, 10.070, 12.193], [7.732, 9.630, 12.866], [9.387, 9.301, 11.469], [8.889, 12.042, 9.217], [8.025, 12.149, 8.414], [7.067, 12.382, 7.612], [7.105, 11.643, 6.487], [7.105, 11.055, 5.499], [4.815, 12.009, 10.469], [4.799, 11.348, 9.644], [5.584, 12.710, 10.682], [4.131, 11.731, 11.257]], "atomic_forces_ev_per_a": [[0.6, -0.2, -1.3], [-0.5, -0.2, -1.0], [1.3, -0.3, -0.1], [-0.4, 0.2, 0.4], [0.8, 0.2, 1.4], [-1.2, -1.3, -1.4], [0.3, 0.2, 0.4], [-0.6, 3.4, 1.8], [0.5, -1.3, 0.1], [0.4, -0.6, -1.0], [-1.2, -1.0, -1.1], [0.5, 0.1, 0.6], [-0.1, 0.8, 0.0], [0.5, -0.4, 1.2], [0.3, 2.7, -0.1], [1.4, -2.5, -2.1], [-1.5, -1.0, 0.9], [1.0, 2.5, 0.2], [1.4, 0.1, -1.5], [-0.1, 0.1, 0.6], [-0.3, -0.6, 0.1], [-1.4, 0.1, 1.2], [0.5, 0.2, -0.9], [-0.5, -1.7, -0.1], [-1.0, 0.2, 0.3], [-2.3, -1.2, 1.3], [-0.4, -0.4, 0.1], [-0.4, 0.0, 1.0], [-0.2, -1.0, -1.0], [-0.4, 1.1, -0.4], [0.9, -0.8, 0.3], [-0.7, 0.0, -1.0], [-0.4, -0.2, 1.4], [-1.7, 1.3, 0.6], [-0.1, -0.6, -0.2], [-0.9, 0.8, 0.0], [1.4, -1.2, -0.9], [-0.2, -0.6, -0.6], [-0.1, 1.4, 0.3], [-1.1, 0.6, 1.0], [2.6, -0.3, -1.2], [-0.8, 1.0, 1.4], [-1.8, -0.8, 0.2], [2.6, 2.4, 0.5], [-0.6, -0.7, -1.3], [-0.2, -0.9, -0.6], [-1.8, 0.2, 0.0], [0.6, 1.0, -1.1], [0.4, 0.2, 0.2], [0.7, 1.7, -0.2], [0.1, 0.1, -1.4], [1.0, 0.5, 0.6], [0.5, -0.3, -0.1], [-0.3, 0.0, 0.3], [0.7, 0.1, -0.7], [0.2, -1.0, 0.2], [-0.1, 0.2, 0.3], [-0.2, 0.1, -0.1], [0.7, 0.9, 0.5], [0.8, 0.2, -0.8], [0.4, -0.2, 1.1], [0.3, 0.2, -0.3], [-0.5, -0.1, -0.7], [0.3, -1.1, 0.5], [0.5, -0.6, -0.4], [-1.1, -0.3, 0.9], [-0.2, 0.0, -0.3], [-0.4, -0.8, -0.6], [0.5, 0.2, -0.4], [0.6, -0.5, 0.8], [0.3, 0.6, 1.1], [0.7, -0.9, -0.6], [-0.5, 0.1, 0.1], [1.0, 0.2, 0.0], [-0.1, -0.1, -0.1], [0.2, 0.3, 1.0], [-0.3, -0.2, 0.3], [0.6, 2.5, -0.1], [-1.1, -1.7, 1.0], [0.6, -0.3, -0.4], [-0.1, -0.6, -0.4], [-1.8, 0.1, -0.9], [1.5, -0.1, 1.9], [-0.2, -0.4, -1.0], [-0.1, 0.8, 1.0], [-0.1, -0.5, -0.7], [-0.8, -0.4, 0.9], [0.4, -0.2, -0.9], [0.5, 0.3, -0.1], [0.0, 0.2, 0.2]], "total_charge": -1, "de_lowest_kj_mol": 242.6, "e_homo_ev": [-5.338, -5.239], "multiplicity": 6, "s_squared": 8.786}


{"formula": "C5H12N2O", "method": "ωB97M-V/def2-TZVPD", "species": ["C", "C", "C", "C", "N", "N", "C", "O", "H", "H", "H", "H", "H", "H", "H", "H", "H", "H", "H", "H"], "positions_angstrom": [[1.048, -0.035, -0.167], [1.487, -1.472, -0.312], [-0.924, 1.830, 0.043], [-0.497, 0.584, -0.675], [1.932, 0.755, 0.588], [-2.247, -0.724, 0.061], [-1.408, -0.475, -0.912], [0.731, 0.588, -1.380], [-0.403, -0.725, 1.631], [1.976, 0.505, 1.566], [1.814, 1.747, 0.435], [-1.248, -0.819, 1.315], [-2.861, -1.514, -0.119], [-1.141, -1.191, -1.693], [1.539, -1.951, 0.665], [0.822, -2.035, -0.959], [2.477, -1.487, -0.773], [-1.998, 1.795, 0.203], [-0.456, 1.920, 1.029], [-0.643, 2.705, -0.545]], "atomic_forces_ev_per_a": [[-0.9, 0.9, -1.7], [-0.3, 0.1, 0.2], [0.1, 0.0, -0.1], [2.6, -0.2, 1.8], [-0.4, -0.2, 0.2], [-0.4, 0.6, -2.1], [-0.8, -1.5, 1.6], [0.1, 0.3, -0.7], [-2.2, -0.4, -0.4], [0.0, 0.1, 0.0], [-0.1, -0.1, 0.1], [2.8, 0.3, 1.4], [0.3, -0.2, -0.1], [-0.4, 0.2, -0.3], [0.0, -0.1, 0.0], [-0.1, 0.0, 0.1], [0.0, 0.1, 0.1], [0.0, 0.1, -0.1], [0.0, -0.1, -0.1], [-0.1, 0.1, 0.0]], "de_lowest_kj_mol": 457.2, "e_homo_ev": -8.335, "multiplicity": 1}